Record 1
The following is a DFT calculation (the ωB97M-V functional and the def2-TZVPD basis) of a single C7H12O molecule in a non-equilibrium geometry.

Its HOMO energy is -8.3 eV. The calculation puts the total energy at -349.00582 a.u. The value obtained for the energy relative to the best compared isomer or geometry (same formula, charge and spin) is 3.886 eV. The calculation puts the orbital gap at 8.540 eV.

```
20
Properties=species:S:1:pos:R:3:nbo_charge:R:1
C 0.120 -0.027 1.343 -0.0012
C 1.305 -0.753 -0.205 -0.3966
C 0.104 1.457 1.414 -0.6788
C 1.666 0.394 -1.133 -0.6390
C -0.460 -0.952 0.358 0.3461
C -1.479 -0.187 -0.521 -0.2779
C -2.546 -0.834 -0.981 -0.3383
O -0.699 -2.166 0.638 -0.7268
H 0.191 -0.499 2.327 0.2302
H 1.274 -1.668 -0.800 0.2726
H 2.131 -0.991 0.468 0.2372
H -1.294 0.846 -0.785 0.1918
H 0.998 1.804 1.949 0.2270
H 0.090 1.959 0.450 0.2263
H -0.764 1.793 1.994 0.2562
H 1.922 1.317 -0.611 0.2051
H 2.553 0.115 -1.712 0.2277
H 0.878 0.594 -1.863 0.2180
H -3.284 -0.324 -1.590 0.1932
H -2.707 -1.878 -0.738 0.2272
```

Record 2
The following is a DFT calculation (the ωB97M-V functional and the def2-TZVPD basis) of a molecular structure, C31H44N6O3PPdS5.

Its HOMO energy is -10.1 eV. The calculation puts the total energy at -4221.94798 a.u. The value obtained for the energy relative to the best compared isomer or geometry (same formula, charge and spin) is 0.000 eV. The calculation puts the orbital gap at 5.277 eV. Its net charge is +1.

```
91
Properties=species:S:1:pos:R:3:lowdin_charge:R:1
Pd 0.552 -1.385 1.379 0.7466
S -0.511 -1.401 3.436 0.7779
C 0.160 -2.962 3.726 -1.0690
S 1.107 -3.386 2.345 0.7612
C -0.062 -3.751 4.807 -0.3453
C 0.528 -5.050 4.867 -0.2152
N 1.031 -6.083 4.908 0.1891
C -0.934 -3.287 5.839 -0.2147
N -1.684 -2.879 6.609 0.1881
C 3.650 -3.483 -1.213 -0.5316
C 2.158 -3.190 -1.077 -0.4669
S 1.946 -1.457 -0.584 0.9206
C 0.962 -0.702 -1.902 -0.4584
C 1.869 -0.108 -2.980 -0.5140
S 3.120 1.026 -2.306 0.8695
C 4.695 0.188 -2.651 -0.5438
C 5.078 -1.043 -1.832 -0.5164
S 4.412 -2.571 -2.578 0.8929
H 3.795 -4.539 -1.446 0.0803
H 4.179 -3.289 -0.279 0.0865
H 1.673 -3.828 -0.335 0.0459
H 1.659 -3.331 -2.034 0.0879
H 0.388 0.081 -1.404 0.0679
H 0.261 -1.432 -2.305 0.0685
H 1.242 0.436 -3.687 0.0814
H 2.384 -0.897 -3.525 0.0495
H 5.427 0.976 -2.460 0.0742
H 4.749 -0.025 -3.720 0.0753
H 4.740 -0.953 -0.802 0.0582
H 6.163 -1.138 -1.822 0.0740
C -2.875 0.221 1.132 -0.1005
N -3.187 -1.196 1.271 -0.3143
C -4.272 -1.489 2.195 -0.0692
P -2.478 -2.296 0.298 0.5530
O -0.955 -2.169 0.307 -0.4302
N -2.931 -3.803 0.728 -0.2915
C -2.407 -4.441 1.931 -0.0761
C -4.076 -4.490 0.142 -0.0698
N -2.979 -2.022 -1.238 -0.2994
C -4.243 -1.378 -1.570 -0.0809
C -2.336 -2.702 -2.355 -0.0883
H -2.618 0.645 2.106 0.0890
H -3.735 0.770 0.736 0.0922
H -2.032 0.369 0.463 0.0603
H -4.046 -1.054 3.171 0.0939
H -4.393 -2.561 2.324 0.0683
H -5.218 -1.069 1.839 0.0924
H -1.513 -3.926 2.269 0.0126
H -2.138 -5.475 1.711 0.1034
H -3.147 -4.437 2.736 0.0962
H -4.447 -3.958 -0.729 0.0658
H -4.888 -4.572 0.869 0.0930
H -3.787 -5.497 -0.164 0.0965
H -4.696 -0.943 -0.683 0.0719
H -4.950 -2.094 -2.001 0.0884
H -4.079 -0.584 -2.301 0.0946
H -1.377 -3.114 -2.047 0.0698
H -2.168 -1.996 -3.171 0.0919
H -2.962 -3.517 -2.732 0.0915
C -2.146 5.994 -2.522 -0.0476
C -0.759 5.490 -2.219 -0.2239
C 0.315 5.940 -2.979 -0.0431
C 1.606 5.494 -2.741 -0.0648
C 1.843 4.586 -1.726 -0.0504
C 0.782 4.154 -0.940 -0.2049
N 0.990 3.206 0.092 0.1118
C 1.983 3.211 1.028 -0.1638
C 2.785 4.349 1.232 -0.0060
C 3.783 4.345 2.176 -0.0470
C 4.050 3.216 2.960 -0.0708
C 3.284 2.096 2.780 -0.0092
C 2.243 2.073 1.832 -0.0788
C 1.519 0.843 1.680 -0.5308
O 1.976 -0.271 2.180 -0.1604
O 0.416 0.721 1.037 -0.1232
C -0.526 4.585 -1.177 -0.1613
C -1.643 4.059 -0.314 -0.0262
H -2.133 6.643 -3.395 0.0773
H -2.554 6.569 -1.688 0.0879
H -2.839 5.176 -2.724 0.0842
H 0.132 6.646 -3.780 0.1117
H 2.424 5.843 -3.357 0.1086
H 2.838 4.200 -1.545 0.1042
H 0.372 2.411 0.116 0.1020
H 2.594 5.238 0.648 0.1149
H 4.371 5.243 2.317 0.1154
H 4.838 3.235 3.699 0.1086
H 3.455 1.209 3.374 0.1236
H -1.370 4.096 0.742 0.0895
H -1.876 3.015 -0.554 0.0786
H -2.560 4.628 -0.445 0.0693
```

Record 3
The following is a DFT calculation (the ωB97M-V functional and the def2-TZVPD basis) of a gas-phase ion, C2H3NO3P (charge -1) in a non-equilibrium geometry.

Its HOMO energy (alpha / beta) is -4.1 / -4.2 eV. The calculation puts the total energy at -699.84748 a.u. The SMILES is C=C[P@](=O)([O-])N=O. The value obtained for the energy relative to the best compared isomer or geometry (same formula, charge and spin) is 3.760 eV. The calculation puts the orbital gap (alpha / beta) at 7.899 / 7.917 eV. Its net charge is -1.

```
10
Properties=species:S:1:pos:R:3:nbo_charge:R:1
C -0.395 -1.072 -1.158 -0.4047
C -0.582 -0.660 0.109 -0.5327
P 0.796 0.276 0.989 2.1832
O 2.076 0.082 0.372 -1.1382
O 0.529 0.162 2.456 -1.1568
N -0.132 1.711 0.533 -0.1937
O 0.221 2.430 -0.392 -0.3218
H -1.371 -1.418 -1.522 0.1605
H 0.389 -0.837 -1.882 0.2117
H -1.530 -0.674 0.495 0.1927
```

Record 4
The following is a DFT calculation (the ωB97M-V functional and the def2-TZVPD basis) of a single C6H12O2 molecule in a non-equilibrium geometry.

Its HOMO energy is -9.3 eV. The calculation puts the total energy at -386.20427 a.u. The SMILES is C=C(O)C(C)(C)CO. The value obtained for the energy relative to the best compared isomer or geometry (same formula, charge and spin) is 3.154 eV. The calculation puts the orbital gap at 10.048 eV.

```
20
Properties=species:S:1:pos:R:3:nbo_charge:R:1
C 0.866 -1.994 0.936 -0.4933
C 0.653 -0.700 0.791 0.3665
O 1.502 0.316 1.795 -0.8115
C 0.007 0.314 -0.004 -0.1111
C 0.905 1.047 -0.989 -0.6108
C -0.945 1.235 0.752 -0.6130
C -1.029 -0.819 -0.978 -0.0493
O -1.696 -0.066 -1.962 -0.7196
H 1.564 -2.355 1.681 0.2281
H 0.385 -2.738 0.309 0.2230
H 2.387 -0.064 1.909 0.4625
H 1.444 1.850 -0.478 0.2243
H 0.304 1.491 -1.789 0.2262
H 1.638 0.378 -1.445 0.2156
H -0.370 1.961 1.333 0.2394
H -1.573 0.675 1.449 0.2178
H -1.582 1.789 0.055 0.1980
H -0.404 -1.538 -1.506 0.1787
H -1.745 -1.328 -0.328 0.1627
H -2.311 0.545 -1.532 0.4660
```

Record 5
The following is a DFT calculation (the ωB97M-V functional and the def2-TZVPD basis) of a gas-phase ion, C3H11N2 (charge +1) in a non-equilibrium geometry.

Its HOMO energy is -12.9 eV. The calculation puts the total energy at -230.15354 a.u. The SMILES is NCCC[NH3+]. The value obtained for the energy relative to the best compared isomer or geometry (same formula, charge and spin) is 0.785 eV. The calculation puts the orbital gap at 9.116 eV. Its net charge is +1.

```
16
Properties=species:S:1:pos:R:3:nbo_charge:R:1
N 2.189 0.013 -1.139 -0.8422
C 1.171 -0.467 -0.238 -0.2065
C -0.200 0.059 -0.696 -0.4660
C -1.336 -0.307 0.222 -0.2185
N -1.417 0.682 1.364 -0.6644
H 2.278 -0.551 -1.971 0.3760
H 3.094 0.108 -0.707 0.3824
H 1.350 -0.138 0.782 0.1709
H 1.097 -1.542 -0.242 0.1820
H -0.020 1.122 -0.922 0.2399
H -0.429 -0.319 -1.699 0.2479
H -1.120 -1.245 0.712 0.2266
H -2.293 -0.348 -0.289 0.2432
H -1.991 0.399 2.139 0.4439
H -0.503 1.002 1.677 0.4443
H -1.868 1.531 1.006 0.4406
```

Record 6
The following is a DFT calculation (the ωB97M-V functional and the def2-TZVPD basis) of a molecular structure, C15H39FN7O8P2Ti in a non-equilibrium geometry.

As for the spin multiplicity: 4. Its HOMO energy (alpha / beta) is -6.7 / -8.1 eV. The calculation puts the total energy at -3212.07033 a.u. The value obtained for the energy relative to the best compared isomer or geometry (same formula, charge and spin) is 1.649 eV. The calculation puts the orbital gap (alpha / beta) at 6.685 / 7.976 eV. The expectation value of S² is 3.751.

```
73
Properties=species:S:1:pos:R:3:mulliken_spin:R:1
Ti -3.543 1.852 -1.969 3.0939
N -2.191 -0.841 -1.600 0.0001
O -2.822 -0.453 -2.615 -0.0195
O -1.395 -1.776 -1.611 0.0046
O -2.479 -0.284 -0.510 -0.0053
C -4.185 -4.990 -1.721 0.0002
C -4.773 -3.639 -1.396 -0.0017
O -5.468 -3.811 -0.197 0.0001
C -5.268 -5.099 0.254 0.0000
O -5.585 -5.506 1.322 0.0000
O -4.787 -5.840 -0.744 0.0000
F -5.754 -3.338 -2.332 -0.0001
H -3.104 -4.879 -1.601 0.0000
H -4.425 -5.381 -2.704 0.0000
H -4.157 -2.739 -1.390 0.0015
O 2.946 -1.135 4.534 0.0000
P 1.967 -1.530 3.502 0.0000
N 2.661 -1.798 1.983 0.0002
C 4.101 -1.510 1.774 0.0000
C 1.859 -2.116 0.813 -0.0009
N 0.791 -0.388 3.300 -0.0001
C -0.517 -0.588 2.678 -0.0010
C 1.072 0.978 3.745 0.0002
N 1.139 -2.949 3.837 0.0000
C 0.368 -3.012 5.061 0.0000
C 1.938 -4.173 3.610 0.0000
H 4.534 -0.893 2.554 0.0000
H 4.204 -1.179 0.741 0.0000
H 4.554 -2.506 1.815 0.0000
H 0.995 -2.720 1.077 -0.0001
H 2.466 -2.672 0.090 0.0000
H 1.676 -1.168 0.295 0.0009
H -0.494 -0.614 1.583 0.0001
H -0.900 -1.583 2.910 0.0000
H -1.191 0.204 2.995 0.0003
H 1.019 1.010 4.833 0.0000
H 2.057 1.314 3.413 0.0000
H 0.404 1.715 3.298 0.0001
H 0.947 -2.631 5.911 0.0000
H -0.553 -2.434 4.964 0.0000
H 0.049 -3.993 5.414 0.0000
H 2.375 -4.190 2.613 0.0000
H 1.366 -5.103 3.606 0.0000
H 2.681 -4.213 4.410 0.0000
O -1.751 3.440 -2.564 -0.0408
P -0.289 3.422 -2.441 -0.0459
N 0.148 3.227 -0.774 0.0046
C 0.489 4.365 0.051 0.0001
C -0.303 1.974 -0.128 -0.0440
N 0.541 4.774 -2.984 0.0003
C -0.056 5.669 -3.958 -0.0011
C 2.010 4.996 -2.835 0.0004
N 0.449 2.075 -3.157 0.0012
C -0.171 1.368 -4.269 -0.0350
C 1.841 1.661 -2.934 0.0013
H 1.445 4.135 0.534 0.0000
H -0.279 4.573 0.799 -0.0002
H 0.679 5.229 -0.585 0.0002
H 0.199 1.136 -0.615 -0.0094
H -1.370 1.848 -0.317 0.0375
H -0.096 1.942 0.938 0.0138
H 0.611 6.427 -4.357 0.0000
H -0.402 5.186 -4.885 0.0000
H -1.010 5.980 -3.524 0.0012
H 2.657 4.359 -3.452 0.0001
H 2.186 6.053 -2.989 0.0000
H 2.389 4.517 -1.926 -0.0001
H 0.223 0.361 -4.399 -0.0004
H -1.218 1.317 -3.963 0.0426
H -0.048 1.882 -5.229 0.0002
H 1.866 0.576 -2.841 -0.0002
H 2.169 2.130 -2.005 0.0004
H 2.517 1.980 -3.731 -0.0001
```

> Among the records above, which one has the lowest energy relative to the best compared isomer or geometry (same formula, charge and spin)?

C31H44N6O3PPdS5

> energy relative to the best compared isomer or geometry (same formula, charge and spin) of number 1 (C7H12O)?

3.886 eV

> Which value of energy relative to the best compared isomer or geometry (same formula, charge and spin) does entry 3 give?

3.760 eV